No. 1
Entry from the Open Molecules 2025 dataset: C55H60Br2ClGeN3O3PReSe as an isolated structure (the ωB97M-V functional and the def2-TZVPD basis).

Summary:
DFT total energy = -13027.44999 Eh
energy above the lowest of the compared OMol25 structures with the same formula, charge and spin = 106.1 kcal per mole
highest occupied orbital energy (spin up / spin down) = -12.60 / -12.60 eV

ORCA input file:
```
! RIJCOSX wB97M-V def2-TZVPD def2/J DEFGRID3
* xyz 2 1
Re -0.0653 -0.8045 -1.0067
Br -4.4901 -2.5255 -2.9095
C -4.1592 -1.7399 -1.2315
C -5.1811 -1.6520 -0.2734
C -4.9549 -1.1094 0.9627
Br -6.3633 -1.0367 2.2186
C -3.6754 -0.6084 1.3050
C -3.3213 -0.0206 2.5332
C -2.0381 0.4372 2.7157
C -1.0980 0.2856 1.6922
N -1.3894 -0.2722 0.5253
C -2.6657 -0.7061 0.3231
C -2.8862 -1.2738 -0.9562
O -1.8698 -1.3300 -1.8078
H -6.1658 -2.0222 -0.5246
H -4.0565 0.0645 3.3220
H -1.7426 0.9161 3.6391
H -0.0872 0.6509 1.8179
C 2.4688 -4.0530 -3.8526
C 1.5591 -3.5183 -2.7454
P 1.2699 -1.7112 -2.8290
C 0.3124 -1.5250 -4.4128
C 0.8814 -0.5495 -5.4450
C 2.9675 -1.0618 -3.1548
C 3.1815 0.3998 -2.7792
H 2.4932 -5.1418 -3.8210
H 3.4890 -3.6956 -3.7248
H 2.1253 -3.7581 -4.8452
H 2.0072 -3.7255 -1.7738
H 0.5750 -3.9950 -2.7847
H -0.6891 -1.2081 -4.1158
H 0.2199 -2.5166 -4.8602
H 0.9545 0.4603 -5.0394
H 0.2240 -0.5163 -6.3134
H 1.8636 -0.8614 -5.7958
H 3.2012 -1.2259 -4.2058
H 3.6344 -1.6764 -2.5591
H 2.6122 1.0599 -3.4310
H 4.2378 0.6588 -2.8571
H 2.8643 0.5748 -1.7473
Cl 1.3758 -2.6808 6.2904
C 1.9594 -1.7051 4.9254
C 1.7403 0.1627 3.8750
C 2.4008 0.0188 2.5621
C 2.9093 -1.1385 2.1239
C 3.4305 -2.2206 2.9643
C 3.0428 -2.4593 4.2140
C 2.5817 -1.4767 0.7063
O 3.2912 -1.8611 -0.1756
O 1.2120 -1.4113 0.6291
H 1.2034 1.1070 3.9389
H 2.2106 0.8051 1.8382
H 4.1775 -2.8511 2.4955
H 3.5330 -3.2303 4.7944
C 3.5644 5.1946 -4.1224
C 2.4175 4.2270 -4.4038
C 1.2507 4.3570 -3.4272
C 1.6373 3.9646 -1.9981
N 0.4634 3.7926 -1.1417
C -0.4271 2.7933 -1.2218
Se -0.2160 1.2711 -2.3565
N -1.4660 3.0496 -0.4073
C -2.7617 2.3692 -0.4350
C -3.9157 3.2543 -0.9235
C -3.9658 3.5183 -2.4308
C -2.8474 4.4151 -2.9652
C -1.2100 4.2330 0.2716
C -1.9041 4.8948 1.2791
C -1.3482 6.0617 1.7621
C -0.1404 6.5616 1.2562
C 0.5572 5.9009 0.2666
C 0.0077 4.7161 -0.2125
H 4.3196 5.1156 -4.9027
H 4.0495 4.9822 -3.1680
H 3.2066 6.2253 -4.1090
H 2.7901 3.1981 -4.3899
H 2.0310 4.4147 -5.4068
H 0.4457 3.6964 -3.7575
H 0.8716 5.3822 -3.4358
H 2.2582 4.7346 -1.5471
H 2.1954 3.0290 -2.0084
H -2.9814 2.0165 0.5751
H -2.6615 1.5102 -1.0958
H -3.8926 4.2098 -0.3966
H -4.8357 2.7444 -0.6300
H -4.9220 4.0025 -2.6334
H -3.9633 2.5674 -2.9711
H -2.7022 5.2867 -2.3226
H -3.0998 4.7752 -3.9615
H -1.9049 3.8744 -3.0481
H -2.8354 4.5141 1.6755
H -1.8554 6.6025 2.5489
H 0.2554 7.4834 1.6590
H 1.4911 6.2934 -0.1116
C -3.5462 -4.1023 0.9095
C -2.6845 -3.6295 -0.0712
C -1.5403 -2.9354 0.2870
C -1.2615 -2.6810 1.6264
C -2.1265 -3.1613 2.6082
C -3.2640 -3.8704 2.2473
Ge 0.5694 -2.2445 2.2633
C 1.4227 -3.9859 1.8460
C 1.5325 -4.3440 0.5065
C 1.9634 -5.6133 0.1553
C 2.2602 -6.5414 1.1431
C 2.1205 -6.1971 2.4791
C 1.7095 -4.9213 2.8347
C 0.8535 -1.1016 4.0077
C -0.4562 -0.8081 4.6695
C -0.5891 -0.1050 5.7991
C 0.4747 0.4858 6.6108
C 1.7890 0.4326 6.3757
C 2.4367 -0.2378 5.2054
H -4.4225 -4.6718 0.6313
H -2.8857 -3.8295 -1.1163
H -0.8511 -2.6227 -0.4907
H -1.9074 -3.0156 3.6610
H -3.9167 -4.2596 3.0173
H 1.2806 -3.6315 -0.2693
H 2.0576 -5.8788 -0.8899
H 2.5928 -7.5335 0.8691
H 2.3320 -6.9254 3.2508
H 1.6053 -4.6614 3.8817
H -1.3465 -1.1899 4.1839
H -1.5952 0.0401 6.1752
H 0.1442 1.0087 7.4993
H 2.4627 0.9066 7.0780
H 3.5182 -0.1334 5.2287
*
```

No. 2
Entry from the Open Molecules 2025 dataset: an isolated ion of composition C3H8NOS2 and charge +1 (the ωB97M-V functional and the def2-TZVPD basis).

Summary:
DFT total energy = -1045.14305 Eh
energy above the lowest of the compared OMol25 structures with the same formula, charge and spin = 42.9 kcal per mole
structure (SMILES) = [NH3+][C@H](C=O)CSS
highest occupied orbital energy = -12.87 eV

ORCA input file:
```
! RIJCOSX wB97M-V def2-TZVPD def2/J DEFGRID3
* xyz 1 1
N 0.4302 0.1353 -1.9730
C 0.2680 -0.4086 -0.4898
C -1.3163 -0.7104 -0.2582
O -2.0530 -0.4311 -1.1493
C 0.8669 0.5285 0.5196
S 0.6364 -0.4321 2.1489
S -0.9317 0.2835 3.1407
H 0.0028 0.9890 -2.3774
H 1.4007 0.0925 -2.2755
H -0.1872 -0.6358 -2.5949
H 0.7575 -1.4885 -0.6045
H -1.5771 -1.2111 0.6578
H 1.9769 0.7056 0.3805
H 0.4634 1.6689 0.6437
H -0.7374 0.9144 4.2314
*
```

No. 3
Entry from the Open Molecules 2025 dataset: a 2-piece molecular cluster, C6H12OSi2 overall (the ωB97M-V functional and the def2-TZVPD basis).

Summary:
DFT total energy = -889.89144 Eh
energy above the lowest of the compared OMol25 structures with the same formula, charge and spin = 0.0 kcal per mole
structure (SMILES) = C=C[SiH](C=C)C=C.O=[SiH2]
highest occupied orbital energy = -9.30 eV

ORCA input file:
```
! RIJCOSX wB97M-V def2-TZVPD def2/J DEFGRID3
* xyz 0 1
C -0.1984 2.4849 1.1455
C -2.2449 -0.0969 2.4503
C 0.6230 -2.4999 -0.1097
C 0.2032 1.3017 0.7889
C -2.0901 -0.6824 1.2581
C 0.2978 -1.3495 -0.7182
O 1.8536 0.9043 -2.2962
Si 2.6787 0.4798 -3.4834
Si -0.8310 -0.0060 -0.0419
H 0.5399 3.2476 1.6377
H -1.1808 2.7294 0.7998
H -3.1178 -0.3303 3.0038
H -1.6116 0.5936 2.9789
H 1.5045 -2.9990 -0.3530
H 0.0867 -2.9517 0.6596
H 1.3173 1.2086 1.0395
H -2.9283 -1.1612 0.6211
H 0.8768 -1.0291 -1.5348
H -1.8833 0.7965 -0.9267
H 3.8761 -0.4547 -3.2686
H 2.4676 0.6304 -4.8798
*
```

No. 4
Entry from the Open Molecules 2025 dataset: an isolated molecule of C4H8O2 (the ωB97M-V functional and the def2-TZVPD basis).

Summary:
DFT total energy = -307.52960 Eh
energy above the lowest of the compared OMol25 structures with the same formula, charge and spin = 114.7 kcal per mole
highest occupied orbital energy = -9.68 eV

ORCA input file:
```
! RIJCOSX wB97M-V def2-TZVPD def2/J DEFGRID3
* xyz 0 1
C -0.6778 -0.4134 1.7065
C 0.3518 -0.5265 0.5035
O 0.4329 -1.8351 -0.0191
C -0.2901 0.4983 -0.3311
C 0.6330 1.3995 -1.6873
O 0.4576 0.3038 -2.3152
H -1.7448 -0.3140 1.4446
H -0.5624 -1.3815 2.1861
H -0.4240 0.3921 2.4047
H 1.3358 -0.2824 0.9202
H 0.0374 -1.8311 -0.9015
H -1.2423 0.0753 -0.6756
H 1.6286 1.6151 -1.2607
H 0.0643 2.3000 -1.9751
*
```

No. 5
Entry from the Open Molecules 2025 dataset: a 13-piece molecular cluster, C5H37N2O12 overall (the ωB97M-V functional and the def2-TZVPD basis).

Summary:
⟨S²⟩ = 0.75
DFT total energy = -1224.81179 Eh
energy above the lowest of the compared OMol25 structures with the same formula, charge and spin = 101.1 kcal per mole
highest occupied orbital energy (spin up / spin down) = -1.92 / -8.33 eV

ORCA input file:
```
! RIJCOSX wB97M-V def2-TZVPD def2/J DEFGRID3
* xyz 0 2
C 2.0445 4.1626 0.3754
C 3.1101 3.0387 0.1648
C 2.5749 1.6408 -0.1198
C 1.9209 1.0235 1.1430
C 2.5788 0.1635 2.0111
N 1.8603 -0.5440 2.9707
N 0.6211 1.3716 1.4447
H 2.1553 5.1885 0.3994
H 1.3471 4.0044 1.3589
H 1.3304 4.1255 -0.4718
H 3.7620 3.2151 -0.6918
H 3.7312 3.1496 1.0652
H 3.3805 0.8646 -0.5131
H 1.8456 1.5638 -1.0117
H 3.5760 -0.2858 1.8778
H 1.6793 -1.5623 2.6674
H 2.3917 -0.3987 3.9298
H 0.8922 -0.3152 3.1056
H 0.1137 0.7332 1.9321
H -0.0237 1.8909 0.6105
H 0.7992 -0.2916 -3.5311
H 0.2401 -1.6763 -2.7150
O 0.1437 -0.7224 -2.8326
H -0.2212 -2.2899 3.7870
H 0.6340 -3.4156 4.5769
O 0.6483 -2.7780 3.8472
H -2.7423 1.0872 -2.3859
H -3.9614 1.8592 -2.3374
O -3.4448 1.3311 -1.6659
H -2.2924 -2.4844 -0.7536
H -1.5537 -3.5861 -1.2252
O -1.4674 -2.8628 -0.5392
H 2.3965 -2.7013 -0.4321
H 1.9489 -1.1760 -0.0564
O 1.7707 -1.9714 -0.5513
H 2.0850 0.2691 -5.1017
H 1.7856 1.0135 -3.9896
O 1.3052 0.4837 -4.5945
H -4.5294 -2.1394 -1.9585
H -3.0683 -1.4802 -1.9829
O -3.6653 -2.2560 -1.8898
H -1.9980 1.9376 -0.3936
H -1.2144 3.0422 -1.0334
O -1.0983 2.2967 -0.6070
H -0.2196 -2.3489 1.3960
H -0.1385 -1.3564 0.1653
O 0.0327 -1.5076 1.1282
H -2.5856 -2.1952 4.0922
H -2.2098 -1.7965 2.7362
O -1.8445 -1.8287 3.6126
H -3.7215 -0.9610 0.7125
H -2.6439 -0.6078 1.5333
O -3.3823 -1.1788 1.5877
H -2.9981 -0.4599 -3.8277
H -1.3904 -0.2996 -3.5622
O -2.2903 0.0209 -3.4568
*
```

No. 6
Entry from the Open Molecules 2025 dataset: an isolated molecule of C5H6O2 (the ωB97M-V functional and the def2-TZVPD basis).

Summary:
DFT total energy = -344.59867 Eh
energy above the lowest of the compared OMol25 structures with the same formula, charge and spin = 2.0 kcal per mole
structure (SMILES) = C[C@@H]1C=CC(=O)O1
highest occupied orbital energy = -10.38 eV

ORCA input file:
```
! RIJCOSX wB97M-V def2-TZVPD def2/J DEFGRID3
* xyz 0 1
C 0.4369 -0.6060 1.6343
C 0.1071 0.4211 0.5501
O 1.1578 0.5158 -0.4192
C 0.6669 0.3806 -1.6738
O 1.3510 0.4928 -2.6555
C -0.7872 0.0774 -1.5540
C -1.1203 0.0962 -0.2683
H 1.3338 -0.2967 2.1753
H -0.3792 -0.7169 2.3610
H 0.6243 -1.5846 1.1800
H 0.1173 1.4433 0.9222
H -1.4105 -0.1229 -2.4150
H -2.0980 -0.1003 0.1628
*
```

No. 7
Entry from the Open Molecules 2025 dataset: a 2-piece molecular cluster, C3H9N2O overall (the ωB97M-V functional and the def2-TZVPD basis).

Summary:
DFT total energy = -304.00902 Eh
energy above the lowest of the compared OMol25 structures with the same formula, charge and spin = 151.4 kcal per mole
highest occupied orbital energy (spin up / spin down) = -14.34 / -12.30 eV

ORCA input file:
```
! RIJCOSX wB97M-V def2-TZVPD def2/J DEFGRID3
* xyz 1 1
C 1.1448 -0.3122 0.2117
C -0.7329 1.0449 -0.5748
C -1.0870 -1.1806 0.3462
N -3.5846 0.4353 0.5394
N -0.1764 -0.3066 -0.4495
O -4.3276 0.1591 -0.2794
H 1.8857 -0.4163 -0.5155
H 1.3953 0.5915 0.6776
H 1.2273 -1.1454 0.8729
H -0.6140 1.5559 0.3805
H -0.3327 1.5902 -1.3024
H -1.7902 0.9253 -0.7753
H -0.9026 -0.9779 1.3291
H -1.4849 -2.0456 -0.0063
H 0.0653 -0.6016 -1.4328
*
```

No. 8
Entry from the Open Molecules 2025 dataset: an isolated molecule of CH3IOS2 (the ωB97M-V functional and the def2-TZVPD basis).

Summary:
DFT total energy = -1209.17107 Eh
energy above the lowest of the compared OMol25 structures with the same formula, charge and spin = 13.8 kcal per mole
highest occupied orbital energy = -9.16 eV

ORCA input file:
```
! RIJCOSX wB97M-V def2-TZVPD def2/J DEFGRID3
* xyz 0 1
C -0.5977 1.0109 0.2765
O 0.8372 -0.7169 -1.6787
S 1.3655 -1.0691 -0.3751
S 0.7948 0.3249 1.2281
I -0.0833 -2.9543 0.5038
H -0.8598 1.9113 0.8315
H -0.0461 1.1868 -0.6652
H -1.4106 0.3062 -0.1209
*
```

No. 9
Entry from the Open Molecules 2025 dataset: a 2-piece molecular cluster, C3H6O3 overall (the ωB97M-V functional and the def2-TZVPD basis).

Summary:
DFT total energy = -343.37116 Eh
energy above the lowest of the compared OMol25 structures with the same formula, charge and spin = 177.8 kcal per mole
highest occupied orbital energy (spin up / spin down) = -10.18 / -4.99 eV

ORCA input file:
```
! RIJCOSX wB97M-V def2-TZVPD def2/J DEFGRID3
* xyz 0 1
H 1.1281 1.8627 -4.4767
O -0.2602 -1.6899 1.9846
C 0.4519 -0.8820 1.0858
C -0.6254 -0.1065 0.3579
O 0.1398 0.8170 -0.6077
C -0.2496 1.6038 -1.4193
O -0.6435 2.4706 -2.0337
H 0.3482 -2.2781 2.4404
H 1.0338 -1.4750 0.3638
H 1.1287 -0.1826 1.6013
H -1.1932 0.5771 0.9943
H -1.2586 -0.7171 -0.2906
*
```

No. 10
Entry from the Open Molecules 2025 dataset: C9H6BrCoNO4 as an isolated structure (the ωB97M-V functional and the def2-TZVPD basis).

Summary:
⟨S²⟩ = 3.80
DFT total energy = -4658.27457 Eh
highest occupied orbital energy (spin up / spin down) = -16.00 / -18.29 eV

ORCA input file:
```
! RIJCOSX wB97M-V def2-TZVPD def2/J DEFGRID3
* xyz 2 4
Co -0.0194 -0.0287 -0.1643
C -0.0055 1.7002 -0.5475
O 0.0107 2.8081 -0.8838
C 0.0053 -0.6043 -1.8566
O -0.0007 -0.8752 -2.9773
C -1.8912 -0.0214 -0.0923
O -3.0433 0.0398 0.0159
C 1.8620 -0.0243 0.0383
O 3.0072 0.0064 0.0036
H 0.0037 -1.4507 0.8321
H -0.0012 -1.7166 0.0647
Br -2.4410 -0.8466 5.2035
C -1.2461 0.1574 4.1309
C -0.5193 1.2399 4.6368
C 0.3501 1.9396 3.7908
C 0.4485 1.5243 2.4500
N -0.2663 0.5106 1.9909
C -1.1016 -0.1806 2.7699
H -0.6489 1.5003 5.6787
H 0.9626 2.7977 4.1115
H 1.1180 2.0182 1.7334
H -1.6228 -1.0225 2.3203
*
```

No. 11
Entry from the Open Molecules 2025 dataset: C31H20AuF15N5OP as an isolated structure (the ωB97M-V functional and the def2-TZVPD basis).

Summary:
DFT total energy = -3516.93170 Eh
energy above the lowest of the compared OMol25 structures with the same formula, charge and spin = 0.0 kcal per mole
highest occupied orbital energy = -15.58 eV

ORCA input file:
```
! RIJCOSX wB97M-V def2-TZVPD def2/J DEFGRID3
* xyz 2 1
Au -1.4321 -0.7696 -0.1947
N -1.9722 -2.8663 3.3938
C -1.1697 -2.0533 2.7277
N -1.6876 -1.8844 1.5138
C -2.8431 -2.6374 1.5268
N -3.0338 -3.2487 2.6568
C -3.6728 -2.6761 0.3304
C -4.7830 -3.4781 0.1455
N -5.4333 -3.4854 -1.0149
C -4.9743 -2.7163 -1.9879
C -3.8598 -1.8917 -1.8219
N -3.2373 -1.8703 -0.6527
H -1.8663 -3.2080 4.3406
H -0.2691 -1.6159 3.1262
H -5.1437 -4.1212 0.9389
H -5.4964 -2.7399 -2.9360
H -3.4773 -1.2565 -2.6063
C -1.0931 2.5906 -1.9674
C -2.0864 1.4480 -2.1532
O -1.5531 0.1574 -1.9252
C -2.4671 1.3941 -3.6614
F -1.3515 1.2550 -4.3830
F -3.2666 0.3588 -3.9538
F -3.0850 2.5089 -4.0342
C -3.3372 1.7279 -1.2915
F -3.0126 1.5389 0.0214
F -3.7624 2.9705 -1.4149
F -4.3514 0.8975 -1.5458
H -0.1267 2.2856 -2.3651
H -0.9974 2.8615 -0.9198
H -1.4301 3.4732 -2.5080
F 5.0144 -2.0521 -4.4379
C 4.6837 -0.7553 -4.3835
F 5.7972 -0.0551 -4.1496
F 4.2043 -0.3987 -5.5765
C 3.6623 -0.5290 -3.2873
C 4.1007 -0.3861 -1.9757
C 3.1767 -0.2337 -0.9607
C 1.8071 -0.2014 -1.2643
C 1.3750 -0.3400 -2.5818
C 2.3118 -0.5090 -3.5913
P 0.7246 0.0571 0.1420
C 0.6668 1.7626 0.6638
C -0.2990 2.1518 1.5952
C -0.3536 3.4663 2.0177
C 0.5559 4.3860 1.5062
C 1.5217 4.0030 0.5880
C 1.5807 2.6849 0.1612
C 0.4469 5.8381 1.9273
F -0.4607 6.4639 1.1663
F 1.6117 6.4720 1.7929
F 0.0554 5.9366 3.2011
C 1.4351 -0.9154 1.4794
C 1.7402 -0.3421 2.7112
C 2.2149 -1.1452 3.7422
C 2.3752 -2.5063 3.5322
C 2.1184 -3.0754 2.2876
C 1.6510 -2.2789 1.2591
C 2.7617 -3.4063 4.6864
F 3.4244 -2.7448 5.6304
F 1.6347 -3.9031 5.2425
F 3.5008 -4.4352 4.2793
H 5.1589 -0.3977 -1.7522
H 3.5244 -0.1406 0.0610
H 0.3263 -0.3013 -2.8294
H 1.9860 -0.6178 -4.6166
H -1.0207 1.4392 1.9797
H -1.0983 3.7832 2.7353
H 2.2242 4.7309 0.2056
H 2.3236 2.3899 -0.5684
H 1.6103 0.7196 2.8764
H 2.4558 -0.7122 4.7039
H 2.2865 -4.1328 2.1307
H 1.4556 -2.7184 0.2868
*
```

No. 12
Entry from the Open Molecules 2025 dataset: H8KO4 as an isolated structure (the ωB97M-V functional and the def2-TZVPD basis).

Summary:
⟨S²⟩ = 0.76
DFT total energy = -904.94381 Eh
energy above the lowest of the compared OMol25 structures with the same formula, charge and spin = 9.9 kcal per mole
highest occupied orbital energy (spin up / spin down) = -20.92 / -19.55 eV

ORCA input file:
```
! RIJCOSX wB97M-V def2-TZVPD def2/J DEFGRID3
* xyz 2 2
K 0.1247 0.3723 -0.8498
O 0.0538 2.7366 0.4506
H -0.0669 2.8703 1.3907
H 0.8772 3.1811 0.2487
O -0.3301 -2.2905 -0.0578
H 0.2249 -1.9667 0.6518
H -0.7516 -3.0701 0.3038
O -2.5743 0.1794 -0.1120
H -3.2312 0.7672 -0.4849
H -2.9989 -0.6784 -0.1001
O 2.8583 -0.3121 -0.4535
H 2.7292 -0.9601 0.2391
H 3.0847 -0.8290 -1.2266
*
```